Record 1
# C4H9NO2

One molecule with the formula C4H9NO2 (ωB97M-V/def2-TZVPD, the OMol25 dataset).

Computed properties:
Calculated total energy = -363.0235 hartree
Lowest unoccupied orbital energy = 0.90 eV
Energy relative to the best compared isomer or geometry (same formula, charge and spin) = 38.9 kcal per mole
Gap between HOMO and LUMO = 9.98 eV
Total charge = 0

```
16
Properties=species:S:1:pos:R:3:nbo_charge:R:1
C -2.638 0.253 -0.038 -0.41
N -1.658 -0.745 -0.436 -0.62
C -0.406 -0.577 0.247 -0.34
C 0.609 0.349 -0.385 0.79
O 0.623 0.717 -1.530 -0.57
O 1.564 0.631 0.537 -0.55
C 2.892 0.175 0.318 -0.25
H -2.797 0.171 1.043 0.19
H -3.593 0.041 -0.527 0.20
H -2.348 1.295 -0.258 0.17
H -1.493 -0.690 -1.436 0.37
H 0.133 -1.536 0.337 0.22
H -0.569 -0.234 1.273 0.22
H 3.583 1.018 0.354 0.19
H 2.986 -0.351 -0.636 0.19
H 3.112 -0.516 1.136 0.18
```

=====

Record 2
# C3HINO3

C3HINO3 as an isolated structure (ωB97M-V/def2-TZVPD, the OMol25 dataset).

Computed properties:
Calculated total energy = -693.0868 hartree
Lowest unoccupied orbital energy = 3.10 eV
Energy relative to the best compared isomer or geometry (same formula, charge and spin) = 46.1 kcal per mole
Gap between HOMO and LUMO = 7.56 eV
Total charge = -1

```
9
Properties=species:S:1:pos:R:3:nbo_charge:R:1
C 0.600 0.972 0.466 -0.25
C 1.511 1.011 -0.596 0.63
C -1.766 -1.886 0.238 0.85
N -0.671 -1.875 0.694 -0.78
O 1.990 1.678 0.412 -0.54
O -2.781 -2.188 -0.235 -0.56
O 1.927 0.877 -1.709 -0.63
I -0.842 2.567 -0.200 -0.16
H 0.033 -1.156 0.931 0.46
```

=====

Record-wise max |F| values, in eV Å⁻¹: 0.6 2.0
Record-wise highest occupied orbital energy values, in eV: -9.08 -4.46